{
  "formula": "C12H22F6O9PS3",
  "method": "ωB97M-V with the def2-TZVPD basis set",
  "elements": ["O", "S", "O", "O", "C", "C", "C", "C", "S", "P", "O", "O", "S", "H", "H", "H", "H", "H", "H", "H", "H", "H", "H", "H", "H", "C", "C", "O", "C", "O", "C", "F", "F", "F", "H", "H", "H", "H", "H", "C", "C", "O", "C", "O", "C", "F", "F", "F", "H", "H", "H", "H", "H"],
  "coordinates": [[0.17826, 0.41495, 2.33105], [1.02924, 0.53255, 1.16740], [1.47983, -0.69379, 0.60564], [2.24640, 1.46344, 1.51401], [0.23008, 1.48712, -0.07499], [-0.04011, 2.97901, 0.20531], [-0.57133, 3.33145, 1.60144], [-2.10538, 3.29751, 1.78006], [-2.68528, 1.83067, 2.70594], [-3.75952, 0.45567, 1.45148], [-2.70169, -0.03743, 0.38263], [-4.72541, 1.45959, 0.71087], [-4.56690, -0.91772, 2.47167], [2.74290, 1.00153, 2.21083], [-0.65762, 0.92170, -0.32898], [0.89073, 1.41917, -0.93746], [-0.78942, 3.28671, -0.52311], [0.84316, 3.56351, -0.01059], [-0.28007, 4.35890, 1.81025], [-0.09920, 2.74171, 2.37364], [-2.42728, 4.14534, 2.37559], [-2.65378, 3.36056, 0.84427], [-1.51931, 1.15197, 2.93126], [-2.89784, -0.96877, 0.17711], [-4.70070, 1.34083, -0.24887], [5.26176, 0.75200, -3.45692], [5.60522, 1.71087, -2.34027], [4.87432, 2.95625, -2.47235], [3.63850, 2.96308, -2.04121], [3.02760, 2.06166, -1.53733], [3.02318, 4.36536, -2.22478], [3.26513, 4.86811, -3.42575], [3.50283, 5.20344, -1.30477], [1.70043, 4.27581, -2.05628], [5.43600, 1.21813, -4.42631], [5.88052, -0.14039, -3.38095], [4.21596, 0.45071, -3.41113], [6.65215, 1.99783, -2.38200], [5.41096, 1.28053, -1.35945], [-0.48686, -5.91129, 0.00074], [-1.25188, -5.78865, 1.29897], [-2.42251, -4.95187, 1.14499], [-3.48356, -5.53675, 0.61310], [-3.58671, -6.66500, 0.24677], [-4.64870, -4.52888, 0.56206], [-4.23554, -3.33449, 0.09378], [-5.14191, -4.33194, 1.78680], [-5.61829, -4.96156, -0.21943], [-0.22405, -4.92463, -0.38205], [0.42805, -6.47922, 0.16131], [-1.07917, -6.42066, -0.75801], [-0.65212, -5.29355, 2.05849], [-1.55105, -6.76110, 1.68550]],
  "forces_ev_per_a": [[-0.1586, 0.3352, 0.3204], [-0.7463, -0.6517, -0.4725], [0.1942, -0.0771, -0.1032], [0.0494, 0.0760, 0.2677], [0.4349, 0.6656, -0.4204], [-0.5433, -0.6430, 0.3920], [-0.2423, 0.5167, -0.2193], [0.7166, 0.0283, -0.1641], [-0.1769, 0.5416, 0.5474], [-1.0284, -1.8293, 0.4593], [0.0583, 0.3506, -0.4197], [0.4634, 0.4392, -0.1106], [0.3227, 0.5101, 0.1073], [0.2888, 0.1944, 0.0450], [-0.2315, -0.1549, 0.2366], [0.1252, -0.0418, -0.0160], [0.0461, 0.1107, -0.1859], [0.2409, -0.0720, 0.1248], [-0.0023, 0.1044, -0.0176], [0.1925, -0.0835, 0.1927], [-0.1441, -0.0885, 0.2522], [-0.0622, -0.2356, -0.1130], [-0.0002, -0.1519, -0.4727], [0.2785, -0.1264, 0.0400], [-0.1437, 0.1856, -0.1458], [-0.2180, 0.1413, -0.0863], [0.3069, -0.3589, -0.0127], [0.0592, 0.0345, 0.0086], [0.1429, 0.0005, -0.0198], [-0.0545, -0.0533, 0.0448], [-0.0359, -0.1533, -0.0113], [0.0094, 0.0400, -0.1396], [0.0534, 0.0758, 0.1333], [-0.1911, 0.1529, -0.0588], [0.0853, -0.0196, 0.0009], [0.0333, -0.0006, 0.0169], [0.0099, -0.0435, 0.0613], [-0.0303, 0.1512, -0.0307], [-0.1516, 0.0603, 0.0155], [-0.1895, 0.0999, -0.1511], [0.4018, -0.1840, 0.0853], [-0.0155, 0.0809, 0.0365], [0.1359, 0.0660, 0.0866], [-0.0786, -0.1346, -0.0765], [-0.0332, -0.0893, 0.0071], [0.0777, 0.1910, -0.1244], [-0.0206, 0.0485, 0.1488], [-0.1047, -0.0526, -0.1157], [0.0767, 0.0043, 0.0516], [0.0151, -0.0025, 0.0290], [0.0052, -0.0684, 0.0345], [-0.0866, 0.1138, 0.0092], [-0.1343, -0.0032, -0.0677]],
  "mulliken_charge": [-0.69, 1.14, -0.63, -0.44, -0.63, -0.24, -1.18, -0.59, -0.05, 0.71, -0.33, -0.42, -0.23, 0.38, 0.42, 0.36, 0.57, 0.03, 0.36, 0.61, 0.48, 0.44, 0.37, 0.26, 0.34, -1.08, -0.23, -0.33, 0.32, -0.52, 0.94, -0.25, -0.27, -0.22, 0.32, 0.38, 0.30, 0.33, 0.30, -1.09, -0.24, -0.29, 0.30, -0.49, 0.91, -0.24, -0.25, -0.25, 0.28, 0.38, 0.33, 0.32, 0.33],
  "e_tot_ev": -89323.51257,
  "charge": 1,
  "homo_lumo_gap_ha": 0.3696,
  "lumo_energy_ev": -3.1
}



{
  "formula": "C12H22GeN4OPdS",
  "method": "ωB97M-V with the def2-TZVPD basis set",
  "elements": ["Pd", "C", "C", "N", "N", "C", "N", "S", "C", "C", "C", "C", "C", "N", "H", "H", "H", "H", "H", "H", "H", "H", "H", "O", "H", "H", "C", "Ge", "C", "C", "C", "H", "H", "H", "H", "H", "H", "H", "H", "H", "H", "H"],
  "coordinates": [[-0.44267, 0.04463, -0.00666], [4.01094, 0.97847, -0.35526], [2.61145, 0.43576, -0.32109], [1.63582, 0.96620, 0.30270], [1.79568, 2.14149, 0.96003], [0.66320, 2.55029, 1.51496], [0.77883, 3.70993, 2.20471], [-0.92770, 1.80308, 1.57951], [2.27341, -0.79798, -1.10865], [3.24576, -1.39105, -1.90133], [2.94064, -2.51866, -2.64802], [1.66808, -3.04553, -2.58054], [0.74698, -2.40676, -1.76534], [1.03111, -1.31998, -1.05395], [4.07202, 1.83709, 0.30359], [4.29184, 1.29282, -1.36439], [4.73153, 0.22366, -0.03134], [1.60231, 4.26363, 2.04016], [-0.06892, 4.17633, 2.47553], [4.23710, -0.96274, -1.93467], [3.69476, -2.97860, -3.27447], [1.38473, -3.92630, -3.13859], [-0.26455, -2.78048, -1.66938], [-0.02586, -1.32608, 2.02685], [0.92279, -1.48921, 2.08938], [-0.19878, -0.57120, 2.61081], [-2.73262, -2.20769, -0.50604], [-3.09721, -0.32004, -0.94166], [-3.92938, 0.50746, 0.62034], [-4.51520, -0.42801, -2.30593], [-1.54079, 0.65800, -1.60732], [-3.60436, -2.60262, 0.02240], [-1.86595, -2.33144, 0.14354], [-2.59780, -2.80107, -1.41447], [-4.98207, 0.21829, 0.65990], [-3.86626, 1.59557, 0.57249], [-3.44163, 0.17738, 1.53774], [-5.39093, -0.92715, -1.88265], [-4.18159, -0.99211, -3.17992], [-4.80961, 0.57257, -2.63134], [-1.66077, 1.73716, -1.63942], [-1.08981, 0.27491, -2.52239]],
  "forces_ev_per_a": [[-0.1437, 0.0494, 0.3082], [-0.0548, -0.0249, -0.1119], [0.0484, -0.2708, -0.3340], [0.5427, 0.2193, 0.3050], [-0.5249, -0.1330, 0.0277], [0.5735, -0.1509, 0.0472], [-0.3296, 0.1071, 0.0378], [0.0902, -0.1637, -0.7222], [0.1993, 0.1286, 0.2620], [0.1522, -0.1326, -0.0843], [0.1775, 0.0722, -0.0127], [-0.1086, -0.0450, 0.0725], [-0.0432, -0.0285, 0.0781], [-0.3769, 0.5112, -0.3139], [-0.0001, 0.0432, 0.0452], [-0.0137, -0.0026, 0.0323], [-0.0198, 0.0228, 0.0071], [0.0610, -0.0386, 0.0385], [0.0414, 0.0305, -0.0023], [-0.0187, -0.0516, -0.0287], [-0.0027, 0.0229, 0.0153], [-0.0216, 0.0103, 0.0014], [-0.0153, 0.0353, -0.0276], [0.1191, 0.0840, -0.0082], [-0.0275, 0.0452, 0.0326], [-0.0014, 0.0121, -0.0573], [0.0027, -0.0393, -0.0564], [-0.4266, -0.1217, -0.3480], [0.0142, 0.0821, 0.0544], [-0.0427, 0.0704, -0.0800], [0.0633, -0.4223, 0.8385], [0.0191, -0.0016, -0.0470], [0.0132, -0.0152, 0.0278], [-0.0041, 0.0128, 0.0431], [0.0384, 0.0157, 0.0060], [-0.0135, -0.0274, 0.0148], [-0.0142, 0.0223, 0.0086], [0.0298, 0.0203, -0.0549], [-0.0239, 0.0372, 0.0282], [-0.0212, -0.0688, -0.0104], [0.0043, 0.0478, -0.0190], [0.0584, 0.0358, -0.0133]],
  "mulliken_charge": [-0.05, -1.63, 0.62, 1.10, -1.30, 0.48, -0.41, -0.43, 0.54, -0.88, -0.46, -0.82, -0.08, 0.26, 0.40, 0.35, 0.35, 0.24, 0.22, 0.38, 0.41, 0.43, 0.19, -0.52, 0.28, 0.31, -1.28, 0.93, -1.35, -1.28, -1.02, 0.43, 0.37, 0.32, 0.37, 0.36, 0.39, 0.36, 0.36, 0.38, 0.36, 0.35],
  "de_lowest_kcal_mol": 33.67,
  "e_tot_ev": -91638.98219,
  "homo_lumo_gap_ha": [0.2410, 0.2409],
  "lumo_energy_ev": [-0.3, -0.3]
}